No. 1
{"formula": "C49H47ClFeN7O3S2Si", "method": "wB97M-V/def2-TZVPD", "multiplicity": 5, "total_charge": -1, "homo_lumo_gap_ev": [4.3, 4.4], "e_homo_ev": [-2.9, -3.1], "elements": ["Fe", "N", "C", "N", "C", "C", "S", "C", "C", "S", "C", "N", "N", "H", "H", "H", "H", "H", "H", "C", "C", "C", "C", "C", "C", "C", "N", "C", "N", "C", "C", "C", "C", "C", "C", "C", "N", "C", "C", "C", "C", "C", "C", "C", "H", "H", "H", "H", "H", "H", "H", "H", "H", "H", "H", "H", "H", "H", "H", "H", "H", "H", "H", "H", "H", "H", "C", "C", "C", "C", "Cl", "C", "C", "C", "O", "C", "C", "O", "O", "H", "H", "H", "H", "H", "H", "H", "H", "C", "C", "C", "C", "C", "C", "Si", "C", "C", "C", "C", "C", "C", "H", "H", "H", "H", "H", "H", "H", "H", "H", "H", "H"], "positions_angstrom": [[-15.84, -9.09, 12.33], [-13.90, -9.42, 15.12], [-15.24, -8.89, 15.23], [-16.07, -8.51, 14.30], [-17.28, -8.36, 14.67], [-17.49, -8.22, 16.13], [-15.95, -8.89, 16.83], [-18.16, -8.39, 13.69], [-19.60, -8.80, 13.90], [-20.68, -9.07, 12.65], [-18.02, -7.50, 11.44], [-17.60, -8.41, 12.43], [-18.47, -6.75, 10.64], [-13.39, -9.27, 14.15], [-13.30, -9.03, 15.79], [-18.31, -8.57, 16.95], [-19.81, -8.96, 14.99], [-12.38, -16.35, 2.82], [-17.32, -7.12, 16.46], [-14.78, -15.87, 9.31], [-13.73, -15.69, 10.52], [-12.42, -16.34, 10.41], [-11.50, -16.07, 11.40], [-11.71, -15.13, 12.53], [-12.87, -14.44, 12.52], [-13.97, -14.78, 11.59], [-14.95, -13.72, 11.75], [-14.76, -12.31, 11.63], [-14.06, -11.99, 10.42], [-13.63, -10.57, 10.25], [-12.27, -10.11, 10.25], [-11.78, -9.06, 9.37], [-12.98, -8.42, 8.87], [-14.26, -8.48, 9.14], [-14.66, -9.58, 9.70], [-15.95, -9.94, 9.78], [-15.12, -11.33, 12.45], [-16.06, -11.73, 13.61], [-17.45, -11.43, 13.56], [-18.18, -12.08, 14.59], [-17.56, -12.80, 15.66], [-16.20, -13.17, 15.55], [-15.46, -12.49, 14.67], [-13.96, -12.39, 14.91], [-14.40, -14.98, 8.62], [-15.69, -15.69, 9.67], [-14.67, -17.00, 9.39], [-12.33, -17.24, 9.84], [-10.44, -16.33, 11.08], [-10.73, -14.61, 13.02], [-12.92, -13.73, 13.12], [-15.45, -13.92, 12.63], [-13.49, -12.81, 10.28], [-10.75, -8.97, 8.83], [-12.87, -7.90, 7.98], [-15.01, -7.99, 8.55], [-16.40, -11.13, 10.01], [-13.01, -16.89, 2.73], [-16.62, -9.08, 9.30], [-17.98, -10.86, 12.82], [-19.36, -12.13, 14.79], [-18.20, -13.32, 16.52], [-15.81, -13.80, 16.33], [-13.72, -13.36, 15.09], [-13.82, -11.79, 15.90], [-13.47, -12.27, 14.05], [-15.68, -4.85, 13.25], [-14.67, -4.82, 14.41], [-15.07, -4.44, 15.73], [-14.24, -4.62, 16.78], [-14.56, -4.16, 18.40], [-12.90, -5.12, 16.50], [-12.51, -5.48, 15.26], [-13.39, -5.22, 14.18], [-13.01, -5.47, 12.92], [-12.26, -6.58, 12.45], [-13.06, -7.84, 12.39], [-12.56, -8.92, 12.76], [-14.25, -7.78, 11.97], [-16.64, -5.41, 13.55], [-15.03, -5.22, 12.43], [-15.94, -3.85, 13.08], [-16.20, -4.10, 15.72], [-12.34, -5.11, 17.40], [-11.55, -5.86, 15.04], [-11.39, -6.72, 13.09], [-11.91, -6.31, 11.52], [-6.83, -9.32, 11.61], [-7.74, -9.16, 12.68], [-8.99, -9.78, 12.48], [-9.41, -10.38, 11.33], [-8.43, -10.25, 10.13], [-7.21, -9.88, 10.40], [-10.98, -11.25, 10.90], [-10.91, -12.32, 9.35], [-10.35, -13.49, 9.01], [-10.10, -14.03, 7.80], [-10.64, -13.42, 6.70], [-11.46, -12.18, 6.71], [-11.36, -11.60, 8.04], [-5.94, -8.82, 11.50], [-7.14, -8.91, 13.77], [-9.85, -9.69, 13.11], [-8.71, -11.03, 9.36], [-6.32, -9.89, 9.60], [-11.42, -12.29, 11.79], [-10.37, -13.76, 10.43], [-9.44, -14.93, 7.58], [-10.60, -14.13, 5.80], [-11.92, -11.39, 6.03], [-12.10, -10.78, 8.02]]}


No. 2
{"formula": "C32H48CeF3N2O5S4Si", "method": "wB97M-V/def2-TZVPD", "multiplicity": 2, "de_lowest_kcal_mol": 34.3, "total_charge": -2, "homo_lumo_gap_ev": [4.3, 4.3], "e_homo_ev": [-0.7, -0.7], "elements": ["Ce", "O", "C", "C", "C", "C", "N", "C", "C", "C", "C", "C", "C", "O", "C", "C", "N", "H", "H", "H", "H", "H", "H", "H", "H", "H", "H", "H", "H", "S", "C", "S", "S", "F", "C", "F", "F", "C", "C", "C", "C", "C", "C", "H", "H", "H", "H", "H", "H", "H", "H", "H", "C", "C", "C", "C", "O", "Si", "S", "O", "C", "C", "C", "C", "O", "C", "C", "C", "C", "H", "H", "H", "H", "H", "H", "H", "H", "H", "H", "H", "H", "H", "H", "H", "H", "H", "H", "H", "H", "H", "H", "H", "H", "H", "H", "H"], "positions_angstrom": [[0.49, -0.24, 1.63], [-2.48, 0.41, 8.65], [-1.15, 0.03, 8.35], [-0.89, -0.04, 6.87], [0.41, -0.26, 6.42], [0.64, -0.33, 5.05], [-0.33, -0.24, 4.15], [-1.60, -0.05, 4.58], [-1.90, 0.07, 5.94], [-2.61, 0.00, 3.52], [-3.98, 0.10, 3.79], [-4.88, 0.10, 2.75], [-6.37, 0.14, 2.99], [-6.66, 0.66, 4.27], [-4.38, 0.01, 1.44], [-3.01, -0.08, 1.26], [-2.14, -0.10, 2.26], [-2.50, 0.77, 9.54], [-0.94, -0.96, 8.80], [-0.43, 0.75, 8.79], [1.23, -0.36, 7.11], [1.64, -0.48, 4.66], [-2.91, 0.25, 6.28], [-4.35, 0.19, 4.80], [-6.76, -0.89, 2.91], [-6.84, 0.74, 2.21], [-7.61, 0.81, 4.34], [-5.05, 0.00, 0.60], [-2.59, -0.12, 0.27], [0.47, 4.63, 3.90], [0.67, 3.11, 3.21], [-0.45, 2.58, 2.02], [1.94, 2.09, 3.69], [-0.75, -4.02, 2.34], [-0.56, -2.64, 2.30], [-0.09, -2.46, 0.96], [0.71, -2.53, 2.99], [6.11, 1.00, 0.83], [5.63, -0.19, 1.66], [6.32, -1.47, 1.18], [5.97, 0.06, 3.14], [4.17, -0.32, 1.53], [2.96, -0.38, 1.45], [7.19, 1.14, 0.92], [5.61, 1.91, 1.18], [5.85, 0.86, -0.22], [7.41, -1.38, 1.28], [6.08, -1.67, 0.14], [5.99, -2.33, 1.77], [7.04, 0.24, 3.26], [5.68, -0.79, 3.75], [5.42, 0.93, 3.49], [1.91, -2.42, -4.70], [0.39, -2.46, -4.60], [-0.10, -3.90, -4.45], [-0.23, -1.82, -5.85], [-0.03, -1.78, -3.44], [-0.09, -0.18, -3.08], [-0.41, 0.02, -1.07], [-1.30, 0.55, -3.95], [-2.67, 0.59, -3.66], [-3.17, -0.77, -3.16], [-2.96, 1.66, -2.61], [-3.38, 0.94, -4.98], [1.27, 0.43, -3.77], [1.66, 1.75, -4.03], [1.13, 2.16, -5.41], [1.14, 2.71, -2.96], [3.20, 1.76, -4.04], [2.26, -2.93, -5.59], [2.34, -2.90, -3.82], [2.23, -1.38, -4.70], [0.21, -4.50, -5.31], [-1.19, -3.92, -4.37], [0.31, -4.34, -3.55], [0.06, -2.35, -6.75], [0.09, -0.79, -5.91], [-1.31, -1.83, -5.76], [-2.64, -1.01, -2.24], [-2.96, -1.54, -3.89], [-4.24, -0.73, -2.96], [-2.34, 1.47, -1.74], [-4.01, 1.65, -2.33], [-2.71, 2.65, -3.00], [-3.16, 0.19, -5.74], [-3.02, 1.91, -5.34], [-4.45, 1.00, -4.83], [0.05, 2.03, -5.42], [1.56, 1.52, -6.18], [1.38, 3.20, -5.63], [0.05, 2.73, -2.99], [1.52, 3.72, -3.12], [1.44, 2.36, -1.98], [3.57, 1.05, -4.77], [3.56, 1.47, -3.05], [3.58, 2.75, -4.28]]}


No. 3
{"formula": "C4H5FO", "method": "wB97M-V/def2-TZVPD", "smiles": "O=CC/C=C\\F", "de_lowest_kcal_mol": 11.4, "homo_lumo_gap_ev": 10.9, "e_homo_ev": -10.0, "elements": ["O", "C", "C", "C", "C", "F", "H", "H", "H", "H", "H"], "positions_angstrom": [[-2.74, -0.09, -0.33], [-1.80, 0.03, 0.39], [-0.43, -0.43, -0.01], [0.49, 0.73, -0.02], [1.80, 0.55, -0.13], [2.36, -0.67, 0.04], [-1.83, 0.52, 1.46], [-0.60, -0.93, -0.98], [0.02, -1.15, 0.72], [0.18, 1.77, -0.09], [2.56, 1.30, -0.20]]}


No. 4
{"formula": "C32H44Br2N6OPPbSSe2Te2", "method": "wB97M-V/def2-TZVPD", "de_lowest_kcal_mol": 0.0, "total_charge": 1, "homo_lumo_gap_ev": 6.5, "e_homo_ev": -9.6, "elements": ["Pb", "Se", "Te", "Te", "Se", "C", "N", "C", "C", "N", "C", "S", "C", "C", "C", "C", "C", "N", "H", "H", "H", "H", "H", "H", "H", "H", "H", "C", "C", "C", "C", "P", "N", "C", "C", "C", "C", "C", "C", "C", "C", "H", "H", "H", "H", "H", "H", "H", "H", "H", "H", "H", "H", "H", "H", "H", "H", "H", "H", "H", "H", "H", "H", "H", "H", "H", "H", "H", "Br", "C", "C", "C", "N", "C", "C", "H", "H", "H", "H", "O", "N", "Br", "C", "C", "C", "C", "C", "C", "H", "H", "H", "H"], "positions_angstrom": [[0.76, 1.01, -0.71], [-1.28, 1.22, -3.26], [0.05, 3.39, -3.29], [-1.86, 4.14, -1.48], [-3.25, 2.50, -2.93], [3.12, -3.27, -1.20], [3.87, -2.02, -1.12], [5.01, -1.71, -1.83], [5.39, -0.47, -1.46], [4.45, -0.03, -0.54], [3.52, -0.99, -0.33], [2.20, -0.96, 0.74], [4.47, 1.27, 0.05], [5.62, 1.72, 0.67], [5.61, 3.00, 1.20], [4.46, 3.76, 1.10], [3.36, 3.21, 0.47], [3.36, 1.99, -0.06], [3.63, -3.92, -1.91], [2.11, -3.06, -1.56], [3.07, -3.74, -0.23], [5.45, -2.39, -2.54], [6.19, 0.15, -1.81], [6.49, 1.07, 0.74], [6.50, 3.39, 1.69], [4.41, 4.76, 1.51], [2.43, 3.76, 0.39], [-4.67, 0.30, 0.55], [-4.33, -1.17, 0.25], [-4.13, -1.25, -1.28], [-5.53, -2.04, 0.66], [-2.77, -1.67, 1.13], [-1.49, -0.74, 0.56], [-2.75, -1.04, 2.90], [-1.53, -1.62, 3.64], [-2.55, 0.49, 2.94], [-4.03, -1.37, 3.69], [-2.47, -3.53, 1.07], [-2.91, -4.17, -0.26], [-3.23, -4.26, 2.19], [-0.96, -3.78, 1.21], [-5.48, 0.59, -0.13], [-3.83, 0.96, 0.36], [-5.03, 0.45, 1.56], [-5.07, -0.97, -1.74], [-3.85, -2.24, -1.63], [-3.37, -0.54, -1.61], [-6.42, -1.64, 0.16], [-5.72, -2.01, 1.73], [-5.43, -3.07, 0.35], [-0.60, -1.40, 3.10], [-1.59, -2.69, 3.82], [-1.47, -1.13, 4.61], [-1.63, 0.79, 2.44], [-2.48, 0.77, 4.00], [-3.37, 1.05, 2.52], [-4.28, -2.42, 3.70], [-4.89, -0.81, 3.31], [-3.88, -1.05, 4.72], [-3.98, -4.15, -0.42], [-2.62, -5.23, -0.20], [-2.40, -3.73, -1.11], [-4.31, -4.11, 2.12], [-2.90, -3.99, 3.19], [-3.05, -5.33, 2.06], [-0.41, -3.35, 0.37], [-0.81, -4.86, 1.19], [-0.53, -3.40, 2.13], [3.89, 7.61, 1.85], [2.46, 6.81, 0.91], [2.55, 6.66, -0.46], [1.49, 6.04, -1.10], [0.40, 5.59, -0.47], [0.34, 5.77, 0.85], [1.34, 6.37, 1.59], [3.40, 7.01, -1.02], [1.52, 5.89, -2.18], [-0.55, 5.39, 1.33], [1.25, 6.48, 2.66], [-1.20, -1.87, -1.29], [-0.89, -0.94, -0.55], [3.95, -1.57, -6.38], [3.02, -0.87, -4.89], [3.41, 0.36, -4.37], [2.74, 0.85, -3.25], [1.70, 0.14, -2.63], [1.33, -1.07, -3.21], [1.98, -1.59, -4.33], [4.21, 0.92, -4.83], [3.07, 1.80, -2.84], [0.51, -1.64, -2.79], [1.68, -2.53, -4.76]]}


No. 5
{"formula": "C3H6S3", "method": "wB97M-V/def2-TZVPD", "smiles": "S=C(S)CCS", "de_lowest_kcal_mol": 49.9, "homo_lumo_gap_ev": 8.3, "e_homo_ev": -8.7, "elements": ["S", "C", "S", "C", "C", "S", "H", "H", "H", "H", "H", "H"], "positions_angstrom": [[2.43, -1.11, 0.71], [1.55, 0.11, 0.08], [1.80, 1.81, -0.08], [-0.13, -0.21, -0.69], [-0.90, -0.33, 0.56], [-2.70, 0.06, 0.37], [3.18, 1.79, 0.22], [-0.13, -1.10, -1.25], [-0.47, 0.51, -1.36], [-1.13, -1.43, 0.83], [-0.50, 0.24, 1.44], [-2.99, -0.33, -0.83]]}


No. 6
{"formula": "C6H5NO", "method": "wB97M-V/def2-TZVPD", "smiles": "C#Cc1ncc(C)o1", "de_lowest_kcal_mol": 71.6, "homo_lumo_gap_ev": 9.7, "e_homo_ev": -8.8, "elements": ["C", "C", "C", "N", "C", "C", "C", "O", "H", "H", "H", "H", "H"], "positions_angstrom": [[-0.79, 2.74, 1.65], [-0.56, 1.85, 0.86], [-0.60, 0.51, 0.19], [-1.40, -0.33, -0.31], [-0.77, -1.37, -0.77], [0.63, -1.15, -0.59], [2.09, -1.73, -0.80], [0.62, 0.14, 0.10], [-1.21, 3.48, 2.51], [-1.27, -2.06, -1.43], [2.55, -2.22, -0.03], [2.76, -0.84, -1.00], [2.05, -2.37, -1.85]]}


No. 7
{"formula": "C14H13BrCuN2O9P2", "method": "wB97M-V/def2-TZVPD", "total_charge": -1, "homo_lumo_gap_ev": 7.6, "e_homo_ev": -5.1, "elements": ["Cu", "O", "P", "O", "O", "O", "P", "O", "O", "O", "H", "H", "C", "O", "C", "C", "C", "Br", "C", "C", "C", "O", "C", "N", "C", "C", "C", "C", "C", "C", "N", "H", "H", "H", "H", "H", "H", "H", "H", "H", "H", "H"], "positions_angstrom": [[0.09, -2.73, -0.20], [0.76, -4.90, -2.66], [1.54, -3.50, -2.44], [2.61, -3.34, -3.44], [1.77, -3.35, -0.96], [0.33, -2.39, -2.86], [-1.21, -2.42, -2.45], [-1.98, -2.73, -3.82], [-1.58, -0.91, -2.18], [-1.60, -3.40, -1.41], [0.93, -5.19, -3.57], [-1.84, -2.02, -4.47], [-1.61, -3.61, 2.38], [-1.26, -2.51, 1.55], [-1.12, -1.28, 2.14], [-1.47, -1.02, 3.44], [-1.30, 0.28, 3.92], [-1.80, 0.65, 5.72], [-0.79, 1.28, 3.13], [-0.42, 0.99, 1.81], [-0.58, -0.29, 1.27], [-0.24, -0.62, 0.04], [0.17, 2.08, 1.01], [0.26, 3.33, 1.39], [0.91, 3.97, 0.34], [1.28, 5.31, 0.20], [1.94, 5.68, -0.96], [2.24, 4.75, -1.97], [1.88, 3.42, -1.84], [1.22, 3.05, -0.67], [0.74, 1.85, -0.21], [-0.85, -3.77, 3.14], [-1.67, -4.48, 1.72], [-2.58, -3.45, 2.86], [-1.87, -1.79, 4.09], [-0.65, 2.28, 3.50], [-1.17, -0.63, -1.30], [1.05, 6.02, 0.98], [2.24, 6.72, -1.10], [2.75, 5.08, -2.86], [2.11, 2.69, -2.61], [0.74, 0.93, -0.63]]}


No. 8
{"formula": "C3H5N3", "method": "wB97M-V/def2-TZVPD", "de_lowest_kcal_mol": 93.5, "homo_lumo_gap_ev": [7.7, 8.7], "e_homo_ev": [-8.8, -8.7], "elements": ["N", "C", "N", "N", "C", "C", "H", "H", "H", "H", "H"], "positions_angstrom": [[-2.13, -0.21, 0.43], [-0.81, -0.45, 0.11], [-0.25, -1.56, -0.12], [2.03, -0.73, -0.24], [1.50, 0.44, -0.06], [0.10, 0.64, -0.15], [-2.45, 0.73, 0.23], [-2.78, -0.94, 0.15], [2.99, -0.75, 0.12], [2.09, 1.32, 0.20], [-0.29, 1.52, -0.66]]}